C29H24Br48F4O2 | wB97M-V/def2-TZVPD

Calculated values
HOMO-LUMO gap: 8.6 eV
LUMO: -1.321 eV

Atoms and positions in Å:
O 1.665 -0.596 4.117
C 1.896 -0.330 2.963
C 3.189 -0.657 2.313
C 3.557 -0.023 1.209
C 2.703 1.046 0.596
O 3.166 1.921 -0.087
C 1.253 0.959 0.918
C 0.273 1.496 0.132
F 0.639 2.089 -0.981
C -1.084 1.432 0.452
C -1.412 0.773 1.611
C -2.855 0.644 2.055
C -3.330 -0.820 2.024
C -4.347 -1.141 0.946
F -3.794 -1.784 -0.074
F -5.037 -0.105 0.508
F -5.259 -1.994 1.443
C -0.443 0.216 2.428
C 0.872 0.308 2.084
H 3.762 -1.438 2.780
H 4.485 -0.262 0.720
H -1.837 1.854 -0.179
H -2.864 1.011 3.073
H -3.463 1.311 1.457
H -2.464 -1.431 1.808
H -3.682 -1.143 2.992
H -0.703 -0.308 3.330
C 2.185 -1.951 7.295
Br 3.390 -3.436 7.523
Br 0.375 -2.428 7.750
Br 2.776 -0.400 8.267
H 2.190 -1.691 6.246
C 5.582 3.935 2.546
Br 5.597 4.548 0.719
Br 4.628 5.150 3.698
Br 4.887 2.140 2.661
H 6.605 3.905 2.894
C -7.974 1.242 -1.331
Br -7.060 2.934 -1.295
Br -8.881 0.881 0.326
Br -9.162 1.109 -2.844
H -7.221 0.476 -1.450
C -4.852 4.104 -4.303
Br -3.599 3.134 -3.209
Br -5.440 5.723 -3.440
Br -4.152 4.442 -6.063
H -5.722 3.474 -4.419
C -8.922 -3.178 -1.196
Br -9.302 -4.736 -2.258
Br -9.256 -3.485 0.675
Br -7.133 -2.531 -1.502
H -9.601 -2.401 -1.516
C 8.462 -0.491 3.258
Br 9.381 -1.770 4.365
Br 6.620 -0.980 2.992
Br 8.639 1.309 3.915
H 8.941 -0.524 2.294
C -8.433 -6.098 3.819
Br -6.820 -5.421 3.020
Br -8.130 -7.754 4.753
Br -9.265 -4.784 4.955
H -9.122 -6.307 3.015
C 8.821 -4.305 0.661
Br 9.857 -2.676 0.719
Br 7.869 -4.654 2.293
Br 7.643 -4.324 -0.860
H 9.526 -5.115 0.532
C -11.107 -5.789 -6.216
Br -12.709 -6.324 -7.140
Br -11.293 -4.046 -5.422
Br -10.557 -7.113 -4.928
H -10.323 -5.720 -6.954
C 6.610 3.706 -3.182
Br 5.743 5.332 -2.613
Br 5.782 2.152 -2.412
Br 6.698 3.592 -5.101
H 7.624 3.742 -2.817
C -9.983 -3.732 9.277
Br -8.697 -5.147 9.069
Br -9.568 -2.602 10.778
Br -10.178 -2.711 7.656
H -10.938 -4.193 9.478
C 10.285 2.332 -0.654
Br 9.283 3.819 0.048
Br 9.507 0.655 -0.116
Br 10.492 2.436 -2.563
H 11.271 2.380 -0.218
C 12.789 -5.330 2.042
Br 12.868 -4.506 0.299
Br 11.787 -4.272 3.309
Br 12.127 -7.134 1.943
H 13.802 -5.380 2.409
C 4.630 3.406 -9.122
Br 6.234 3.804 -10.111
Br 4.823 1.800 -8.079
Br 4.077 4.894 -8.035
H 3.847 3.228 -9.843
C -4.251 5.203 -10.451
Br -2.993 4.219 -9.375
Br -4.830 6.809 -9.565
Br -3.551 5.566 -12.206
H -5.121 4.576 -10.577
C -0.487 6.069 -0.899
Br -1.580 7.550 -0.329
Br -1.178 4.383 -0.274
Br -0.235 6.059 -2.806
H 0.486 6.198 -0.447

Forces on atoms 1 to 2 (eV/Å):
-0.031 -0.279 0.447
0.118 0.121 -0.435